# C37H45AsBr3CdNO5SSi

C37H45AsBr3CdNO5SSi as an isolated structure at a distorted geometry (ωB97M-V/def2-TZVPD, the OMol25 dataset).

Geometry as XYZ:
```
95
Properties=species:S:1:pos:R:3:forces:R:3
Cd -0.457619 0.985789 -0.732621 0.340 -0.311 0.542
Br -1.064255 4.796116 -1.159975 0.228 -0.645 -0.120
C -2.038318 3.775882 0.102263 -1.312 -0.120 1.070
C -2.929307 4.535871 0.879238 0.657 -0.642 -0.459
C -3.737996 3.886458 1.793253 0.153 -0.414 0.306
C -3.626737 2.490132 1.959437 0.073 -0.164 -0.072
C -2.632122 1.797246 1.201546 -1.860 3.092 0.163
N -1.945269 2.453583 0.249564 0.529 0.762 -0.232
C -2.491825 0.351594 1.339859 0.443 -4.029 -0.620
O -3.305049 -0.237181 2.055407 0.759 0.754 -0.326
O -1.564603 -0.294376 0.630049 -1.267 1.713 0.577
H -2.963414 5.600131 0.718338 -0.101 0.113 0.117
H -4.400420 4.531487 2.386851 0.043 -0.713 -0.207
H -4.330693 1.920181 2.620145 1.121 0.578 -0.649
Br -0.359530 2.074704 -4.118133 -0.617 0.091 0.141
C -1.984032 3.096475 -4.530744 0.297 0.222 0.480
Br -3.570056 2.732817 -3.480359 0.417 -0.218 -0.185
H -2.190004 2.936916 -5.576684 -0.131 -0.065 -0.065
H -1.733683 4.125769 -4.298578 0.037 -0.080 -0.184
C -4.414851 -3.171917 -6.362126 -0.599 0.428 0.466
C -5.126608 -2.257609 -5.563898 -0.277 -0.652 -0.770
C -4.509375 -1.590688 -4.524847 0.424 0.387 0.467
C -3.139734 -1.801478 -4.259606 0.010 -0.510 -0.660
C -2.401274 -2.671653 -5.128571 -1.212 1.085 0.909
C -3.067731 -3.358799 -6.146754 0.900 0.320 0.105
As -2.430952 -0.995653 -2.566606 -0.023 -1.604 -0.370
C -3.104532 -2.422814 -1.348425 -0.469 0.403 -0.364
C -4.406223 -2.557918 -0.830951 0.415 1.199 -0.985
C -4.629538 -3.463252 0.178825 -0.454 -0.520 0.267
C -3.575201 -4.272130 0.659050 -0.636 0.209 -0.155
C -2.325013 -4.203774 0.075491 0.160 -0.014 -0.381
C -2.093419 -3.292029 -0.968344 0.324 -0.024 0.720
C -0.794850 -3.105008 -1.644747 0.473 0.448 -0.857
C 0.371813 -3.881574 -1.511573 -0.823 0.062 0.158
C 1.490427 -3.624716 -2.283411 0.123 -0.431 -0.412
C 1.476418 -2.564862 -3.208956 0.974 -0.018 0.234
C 0.365536 -1.746860 -3.340021 -0.442 -0.342 0.558
C -0.778857 -2.049278 -2.587773 0.320 0.360 0.620
H -4.928782 -3.733641 -7.132479 0.013 0.121 -0.038
H -6.186415 -2.097544 -5.788047 0.376 -0.002 0.222
H -5.105147 -0.886133 -3.909678 0.488 -0.502 -0.366
H -1.332758 -2.774667 -5.012384 -0.006 -0.161 0.117
H -2.466287 -3.990478 -6.799592 -0.281 -0.027 0.126
H -5.199518 -1.900877 -1.271252 0.611 -0.739 0.768
H -5.658107 -3.559293 0.565926 0.744 -0.054 -0.013
H -3.785131 -4.967021 1.468758 0.158 0.107 -0.135
H -1.503327 -4.850932 0.388121 -0.338 0.131 0.096
H 0.374040 -4.719560 -0.819733 0.065 0.097 -0.054
H 2.324736 -4.355226 -2.197024 -0.429 0.988 -0.160
H 2.387905 -2.310701 -3.765039 -0.420 -0.297 0.130
H 0.372296 -0.893710 -4.015923 0.027 -0.193 0.060
C 0.267482 2.439963 4.721276 -0.226 0.619 -0.004
C 1.318946 2.856855 3.675521 -0.272 -0.433 -0.169
C 2.715949 2.987274 4.250490 0.232 0.055 0.061
C 0.853676 4.124743 2.955754 0.623 0.268 0.744
O 1.358096 1.744130 2.773158 -0.132 -0.195 -0.060
Si 2.236387 1.182751 1.521479 -0.970 -0.343 -0.502
S 1.605382 2.118072 -0.283103 -0.020 -0.033 -0.452
O 1.975477 -0.424013 1.418726 -0.405 0.177 -0.283
C 1.850172 -1.611185 2.240117 -0.116 0.689 -0.042
C 0.388124 -2.072066 2.215511 0.720 0.323 -0.499
C 2.724350 -2.620768 1.532596 -0.124 -0.378 0.082
C 2.355314 -1.262921 3.626603 0.182 0.568 0.126
O 3.794085 1.552422 1.666671 1.256 0.359 0.133
C 4.957359 1.585238 0.776596 -0.661 -0.189 0.417
C 6.147682 1.195411 1.641286 -0.451 -0.658 0.347
C 5.130807 2.993273 0.252263 -0.412 0.451 -0.654
C 4.745500 0.573979 -0.349643 -0.328 0.234 0.359
H 0.160933 3.183806 5.542815 0.138 -0.422 -0.543
H 0.542940 1.478332 5.135679 0.099 -0.165 0.217
H -0.717678 2.311806 4.230485 0.485 0.129 0.191
H 2.798139 3.788011 4.957977 -0.180 0.607 0.523
H 3.443368 3.198502 3.466567 -0.087 -0.150 -0.077
H 3.020453 2.079644 4.774750 -0.086 -0.116 -0.173
H 0.949058 4.977494 3.646821 -0.204 -0.227 -0.120
H -0.169883 4.038610 2.636097 -0.510 -0.096 -0.137
H 1.459001 4.365943 2.096005 0.315 -0.128 -0.372
H 0.132773 -2.200454 1.162187 -0.253 -0.022 0.068
H -0.261582 -1.306811 2.625597 -0.155 -0.070 0.156
H 0.271789 -3.032036 2.713999 -0.039 0.012 0.229
H 2.349552 -2.717058 0.513890 0.189 0.033 -0.122
H 2.654521 -3.611182 1.993704 0.134 0.115 0.105
H 3.755817 -2.271858 1.527976 0.088 -0.133 -0.071
H 1.730151 -0.496962 4.107538 -0.019 -0.279 -0.231
H 3.363291 -0.815969 3.543171 -0.254 -0.397 0.114
H 2.369327 -2.138746 4.262658 0.155 -0.226 0.191
H 6.208916 1.837030 2.525678 -0.007 -0.001 -0.165
H 7.063569 1.289163 1.060432 0.110 -0.149 0.056
H 6.001085 0.150001 1.995607 0.302 0.609 -0.253
H 5.267954 3.727697 1.048462 -0.161 -0.137 0.116
H 4.254746 3.277756 -0.365376 0.448 -0.072 0.376
H 6.022181 3.058795 -0.379927 -0.077 -0.131 -0.018
H 4.492740 -0.381744 0.106030 0.240 -0.215 -0.126
H 5.631373 0.516301 -0.961873 0.400 -0.231 -0.167
H 3.906062 0.842979 -0.989542 0.032 0.170 0.053
```
Forces are in eV/Å.

Values from the calculation:
LUMO: -0.3 eV
frontier orbital gap: 7.922 eV
highest occupied orbital energy: -8.24 eV
E_tot: -12681.324554 Ha

These are the Löwdin partial charges, in e, on atoms 1 to 6: 1.163, 0.745, -0.738, -0.126, -0.042, 0.038